The following is a DFT calculation (wB97M-V/def2-TZVPD) of a molecular structure, C27H38N7ORuS3Sb in a non-equilibrium geometry.

Geometry as ORCA input:
```
! wB97M-V def2-TZVPD RIJCOSX def2/J DEFGRID3
* xyz 1 2
Ru -0.143 0.083 -0.524
C 0.963 -0.279 2.778
C 0.420 0.860 1.980
N -0.789 0.697 1.427
N -1.609 1.741 1.427
C -2.456 1.795 0.412
S -2.338 0.774 -0.933
S -3.728 2.965 0.430
C -3.668 3.656 2.117
C -4.287 2.784 3.175
C -3.501 2.042 4.049
C -4.093 1.230 5.007
C -5.475 1.157 5.105
C -6.265 1.907 4.245
C -5.673 2.714 3.286
C 1.082 2.102 1.825
C 1.881 2.691 2.835
C 2.387 3.945 2.664
C 2.144 4.627 1.447
C 1.446 4.051 0.424
C 0.923 2.738 0.555
O 0.416 2.141 -0.475
H 0.586 -1.225 2.387
H 2.050 -0.273 2.775
H 0.613 -0.191 3.810
H -2.634 3.908 2.339
H -4.243 4.575 1.994
H -2.423 2.113 3.986
H -3.472 0.653 5.680
H -5.934 0.526 5.854
H -7.344 1.869 4.326
H -6.293 3.296 2.615
H 2.029 2.163 3.770
H 2.949 4.425 3.452
H 2.541 5.626 1.319
H 1.297 4.564 -0.518
C 0.105 -4.999 -4.428
C -0.467 -4.597 -3.121
N -1.311 -5.278 -2.419
N -1.547 -4.497 -1.327
C -0.886 -3.334 -1.332
S -0.936 -2.204 -0.068
N -0.182 -3.394 -2.496
N 0.642 -2.383 -2.979
H -0.257 -5.994 -4.670
H 1.195 -5.018 -4.393
H -0.208 -4.317 -5.222
H -2.210 -4.789 -0.628
H 0.703 -2.466 -3.986
H 1.566 -2.464 -2.568
C 2.954 -3.721 0.069
C 3.653 -2.382 0.352
C 4.016 -2.272 1.838
C 4.903 -2.215 -0.521
C 2.698 -1.306 0.011
N 1.949 -0.480 -0.260
H 3.540 -4.526 0.512
H 2.884 -3.909 -1.005
H 1.951 -3.744 0.497
H 4.786 -3.011 2.065
H 3.151 -2.471 2.470
H 4.409 -1.284 2.077
H 5.571 -3.058 -0.344
H 5.434 -1.296 -0.275
H 4.648 -2.193 -1.581
C -0.253 2.905 -3.419
Sb 0.138 0.860 -3.085
C 1.694 0.512 -4.502
C -1.443 0.041 -4.262
H -0.564 3.041 -4.453
H 0.642 3.488 -3.212
H -1.042 3.213 -2.737
H 1.246 0.463 -5.492
H 2.232 -0.411 -4.295
H 2.406 1.336 -4.472
H -1.354 0.377 -5.294
H -2.399 0.375 -3.862
H -1.414 -1.047 -4.229
*
```

frontier orbital gap (spin up / spin down): 7.03 / 5.46 eV
maximum force: 2.0 eV Å⁻¹
energy: -3039.622782 a.u.

***

The following is a DFT calculation (wB97M-V/def2-TZVPD) of a molecular structure, C6H16N2O in a non-equilibrium geometry.

Geometry as ORCA input:
```
! wB97M-V def2-TZVPD RIJCOSX def2/J DEFGRID3
* xyz 0 1
C 0.753 1.278 0.103
C 2.058 1.975 -0.237
C 1.078 -0.584 -0.113
C 0.363 1.483 1.554
N -0.276 1.681 -0.742
H -0.049 1.562 -1.723
H -1.172 1.204 -0.498
H -0.572 0.970 1.768
H 2.874 1.484 0.295
H 2.025 3.024 0.057
H 2.282 1.903 -1.301
H 2.161 -0.557 -0.249
H 0.876 -0.962 0.887
H 0.967 -1.360 -0.867
H 1.141 1.105 2.214
H 0.215 2.546 1.753
C -1.629 -2.425 0.637
C -1.674 -1.245 -0.308
N -1.603 -1.574 -1.641
O -2.175 -0.164 0.021
H -1.651 -0.808 -2.294
H -1.090 -2.392 -1.925
H -1.524 -2.075 1.658
H -2.566 -2.976 0.551
H -0.807 -3.094 0.399
*
```

frontier orbital gap: 8.76 eV
maximum force: 3.2 eV Å⁻¹
energy: -422.918932 a.u.

***

The following is a DFT calculation (wB97M-V/def2-TZVPD) of C4H6O2 in the gas phase in a non-equilibrium geometry.

Geometry as ORCA input:
```
! wB97M-V def2-TZVPD RIJCOSX def2/J DEFGRID3
* xyz 0 1
C 0.568 1.343 -0.524
O 0.420 0.199 -1.389
C -0.622 -0.354 -0.566
C -0.105 -1.429 0.355
O 0.569 -0.497 1.195
C -0.266 0.635 0.536
H 0.152 2.232 -1.024
H 1.600 1.532 -0.225
H -1.563 -0.464 -1.109
H -0.934 -1.957 0.853
H 0.623 -2.117 -0.057
H -0.599 0.662 1.564
*
```

frontier orbital gap: 10.84 eV
maximum force: 3.2 eV Å⁻¹
energy: -306.355482 a.u.
structure (SMILES): C1O[C@H]2CO[C@@H]12

***

The following is a DFT calculation (wB97M-V/def2-TZVPD) of a molecular structure, C36H43BrN4O2Re in a non-equilibrium geometry.

Geometry as ORCA input:
```
! wB97M-V def2-TZVPD RIJCOSX def2/J DEFGRID3
* xyz 2 4
Re 0.646 -1.319 1.023
C -4.154 4.091 1.949
C -2.977 4.225 0.990
C -3.591 4.705 -0.336
C -1.971 5.246 1.599
C -2.236 2.863 0.702
C -2.214 1.820 1.850
C -1.296 0.618 1.534
Br -1.804 -1.010 2.559
C -1.051 0.327 -0.961
O -0.255 -0.633 -0.807
C -1.155 1.275 -2.073
C -1.284 2.533 -1.686
C -1.118 0.745 -3.494
C 0.322 0.363 -3.837
C -1.997 -0.508 -3.590
C -1.615 1.820 -4.461
H -4.710 5.043 1.951
H -3.870 3.925 2.953
H -4.847 3.283 1.674
H -4.148 5.645 -0.250
H -4.232 3.932 -0.752
H -2.856 4.902 -1.096
H -2.546 6.148 1.864
H -1.178 5.554 0.927
H -1.479 4.893 2.498
H -2.633 2.138 2.808
H -1.417 3.279 -2.451
H 0.709 -0.345 -3.103
H 0.968 1.250 -3.831
H 0.319 -0.122 -4.803
H -1.561 -1.311 -2.993
H -2.069 -0.896 -4.629
H -3.009 -0.274 -3.211
H -0.952 2.682 -4.471
H -2.581 2.238 -4.203
H -1.640 1.474 -5.486
N 0.639 -3.403 0.261
C 0.626 -3.418 -1.201
C -0.427 -4.053 -1.819
C -0.472 -4.066 -3.186
C 0.532 -3.407 -3.902
C 1.605 -2.814 -3.269
C 1.677 -2.798 -1.871
C 2.707 -2.060 -1.115
C 4.014 -2.002 -1.623
C 5.010 -1.256 -1.024
C 4.745 -0.515 0.119
C 3.441 -0.531 0.669
C 2.442 -1.296 0.045
H 1.478 -3.870 0.612
H -0.167 -3.963 0.617
H -1.237 -4.500 -1.216
H -1.316 -4.607 -3.628
H 0.460 -3.338 -4.976
H 2.398 -2.343 -3.828
H 4.213 -2.580 -2.497
H 6.022 -1.259 -1.430
H 5.512 0.086 0.619
H 3.249 0.003 1.598
C 3.659 -1.343 4.323
N 2.927 -2.627 4.270
C 3.496 -3.747 5.045
C 1.848 -2.745 3.518
C 1.087 -4.011 3.602
O 1.426 -1.765 2.812
H 3.999 -1.265 5.351
H 2.967 -0.535 4.110
H 4.515 -1.356 3.676
H 4.553 -3.633 4.909
H 3.156 -4.699 4.663
H 3.258 -3.658 6.100
H 0.684 -4.192 4.623
H 1.686 -4.859 3.339
H 0.263 -4.004 2.907
N -5.444 1.282 -0.169
C -4.387 1.448 0.268
C -2.969 1.576 0.516
C -1.046 3.075 -0.231
C 0.333 2.774 0.285
C 0.804 1.739 1.027
N 0.130 0.573 1.542
C -2.028 0.464 0.172
H -1.026 4.156 -0.376
H 1.139 3.500 0.069
H 1.872 1.746 1.201
H -2.569 -0.504 0.132
*
```

frontier orbital gap (spin up / spin down): 7.41 / 6.85 eV
maximum force: 1.7 eV Å⁻¹
energy: -4418.778802 a.u.

***

Question: Which formula does entry 3 have?
Answer: C4H6O2